(1)
Density functional theory data (ωB97M-V/def2-TZVPD) for a cluster of 2 separate species, C3H7N in total.

The calculation puts the HOMO energy at -0.274 Eh. As for the relative energy (zero: lowest compared OMol25 entry of this formula, charge and spin): 445.8 kJ/mol. For the lowest unoccupied orbital energy, the calculation gives 1.248 eV. Its total charge is 0. As for the total energy: -4709.537 eV.

```
11
C3H7N (ωB97M-V/def2-TZVPD)
C -1.3241 -0.6060 0.0433
N -0.2990 0.1325 0.3514
C 0.9569 0.2496 0.7414
C 0.4205 1.3025 -0.1370
H 0.4690 -1.6393 -0.9675
H -2.0272 -0.2502 -0.6973
H -1.4827 -1.5339 0.5786
H 1.4591 0.1423 1.6865
H 1.0918 -1.3464 -0.6308
H 0.0474 2.2610 0.2294
H 0.6883 1.2881 -1.1982
```

Löwdin population analysis, charges in e, atoms 1 to 6:
1 C -0.0176
2 N -0.2632
3 C -0.1244
4 C -0.1051
5 H 0.0517
6 H 0.0658

=====

(2)
Density functional theory data (ωB97M-V/def2-TZVPD) for a cluster of 2 separate species, C5H15NO in total in a non-equilibrium geometry.

As for the SMILES: CCCCCN.O. The calculation puts the HOMO energy at -0.331 Eh. As for the relative energy (zero: lowest compared OMol25 entry of this formula, charge and spin): 180.8 kJ/mol. For the lowest unoccupied orbital energy, the calculation gives 0.749 eV. Its total charge is 0. As for the total energy: -8964.484 eV.

```
22
C5H15NO (ωB97M-V/def2-TZVPD)
C 0.1667 2.7618 -2.0488
C -0.5372 2.1746 -0.7700
C -0.6931 0.7305 -0.6323
C 0.5863 -0.1172 -0.4961
C 0.3264 -1.4178 0.1098
N -0.7230 -2.2165 -0.7414
H 1.3062 2.4439 -1.9989
H 0.0445 3.8615 -1.8399
H -0.4929 2.5001 -2.9332
H -0.1347 2.5130 0.1826
H -1.5278 2.6721 -0.8277
H -1.4103 0.2566 -1.2852
H -1.2119 0.5192 0.3454
H 1.4027 0.2196 0.2471
H 1.1393 -0.2571 -1.4308
H -0.1197 -1.2375 1.0759
H 1.2288 -2.1540 0.1398
H -1.5312 -2.5374 -0.2582
H -0.3773 -3.0766 -1.2033
H 0.6819 -2.0782 5.3923
H 0.6457 -3.1253 4.3106
O 1.2307 -2.4351 4.6621
```

Löwdin population analysis, charges in e, atoms 1 to 6:
1 C -0.1079
2 C -0.3191
3 C -0.2580
4 C -0.2618
5 C -0.2780
6 N -0.0178

=====

(3)
Density functional theory data (ωB97M-V/def2-TZVPD) for a structure of composition C3H3NO in a non-equilibrium geometry.

The calculation puts the HOMO energy at -0.393 Eh. As for the relative energy (zero: lowest compared OMol25 entry of this formula, charge and spin): 237.6 kJ/mol. For the lowest unoccupied orbital energy, the calculation gives 0.372 eV. Its total charge is 0. As for the total energy: -6694.030 eV.

```
8
C3H3NO (ωB97M-V/def2-TZVPD)
O -2.0026 0.5003 -0.2318
C -0.8461 0.6468 0.0660
C 0.1137 -0.5404 0.1263
C 1.6347 0.2485 -0.9575
N 1.6615 -0.2222 0.1428
H -0.4325 1.6320 0.3511
H -0.1952 -1.2893 -0.6114
H 0.0665 -0.9757 1.1145
```

Löwdin population analysis, charges in e, atoms 1 to 6:
1 O 0.0650
2 C -0.2759
3 C -0.1816
4 C 0.0603
5 N -0.0232
6 H 0.1246

=====

(4)
Density functional theory data (ωB97M-V/def2-TZVPD) for an isolated molecule of C19H20F3N3O3 in a non-equilibrium geometry.

As for the SMILES: O=C(O)[C@H]1CNC[C@@H](CN/N=C/c2ccc(-c3cccc(C(F)(F)F)c3)o2)C1. The calculation puts the HOMO energy at -0.276 Eh. As for the relative energy (zero: lowest compared OMol25 entry of this formula, charge and spin): 422.7 kJ/mol. For the lowest unoccupied orbital energy, the calculation gives 0.121 eV. Its total charge is 0. As for the total energy: -38789.942 eV.

```
48
C19H20F3N3O3 (ωB97M-V/def2-TZVPD)
O -0.8392 -4.9515 -5.0603
F -4.1395 7.0835 4.4333
F -3.8638 7.7424 2.4552
F -5.0742 5.8922 2.8369
N 1.5964 -0.2283 -0.5803
O 1.2151 -5.7160 -5.0630
O 0.1689 2.2526 1.7447
C 0.1359 -5.1341 -4.4554
C -1.0255 1.4194 0.0647
C -1.8935 2.3081 0.7906
C 0.2534 1.4366 0.6977
C -1.1107 2.7339 1.7694
C 1.5074 0.5804 0.4975
C -0.5844 5.3637 4.4709
C -0.4162 4.2793 3.7022
C -1.6926 6.1316 4.2374
C -2.5914 4.5588 2.6273
C -1.3898 3.8522 2.7335
C -2.7538 5.7295 3.3612
N 2.7902 -0.9080 -0.7887
N 0.8173 -4.9305 -0.7321
C -4.0095 6.6072 3.2097
C 2.8882 -1.8757 -1.8849
C 1.8428 -3.8222 -0.6394
C 0.7190 -5.6298 -2.0184
C 1.4794 -3.4426 -3.1936
C 1.7230 -2.8553 -1.8083
C 0.3394 -4.5865 -3.0808
H 0.8468 -6.0101 -5.9879
H -1.3994 0.7364 -0.6743
H -2.9276 2.5256 0.7054
H 2.1686 0.5750 1.3547
H 0.0554 5.7524 5.2449
H 0.4210 3.6331 3.9520
H -1.8157 6.9940 4.8664
H -3.4333 4.3034 1.9762
H 3.7405 -0.5488 -0.4269
H -0.0925 -4.5056 -0.4615
H 2.7748 -1.4036 -2.8002
H 3.8297 -2.4205 -1.8464
H 2.8163 -4.2424 -0.4450
H 1.6228 -3.4714 0.3551
H -0.0550 -6.4712 -2.0345
H 1.6212 -6.1953 -2.2942
H 1.1256 -2.6877 -3.8850
H 2.3782 -3.8963 -3.5989
H 0.8184 -2.3167 -1.5796
H -0.5880 -4.2412 -2.7474
```

Löwdin population analysis, charges in e, atoms 1 to 6:
1 O 0.1445
2 F 0.1349
3 F 0.1230
4 F 0.1563
5 N 0.0428
6 O 0.0639

=====

(5)
Density functional theory data (ωB97M-V/def2-TZVPD) for a structure of composition C4H6S2 in a non-equilibrium geometry.

The calculation puts the HOMO energy at -0.299 Eh. As for the relative energy (zero: lowest compared OMol25 entry of this formula, charge and spin): 378.0 kJ/mol. For the lowest unoccupied orbital energy, the calculation gives 0.109 eV. Its total charge is 0. As for the total energy: -25911.373 eV.

```
12
C4H6S2 (ωB97M-V/def2-TZVPD)
C -1.1439 1.0763 0.1802
C -0.4760 -0.2176 -1.5509
C 0.0265 0.2542 -0.2630
C 1.3582 -1.0226 1.2629
S -2.0425 0.6810 -1.3936
S 0.9779 0.9009 -1.6098
H -1.6881 0.6732 1.0306
H -0.9471 2.1383 0.3148
H -0.3963 -1.1555 -2.0656
H 1.2214 -1.9895 0.8222
H 0.8107 -0.8054 2.1568
H 2.2992 -0.5331 1.1155
```

Löwdin population analysis, charges in e, atoms 1 to 6:
1 C -0.4455
2 C -0.8030
3 C -0.6919
4 C 0.1187
5 S 0.8122
6 S 0.7999

=====

(6)
Density functional theory data (ωB97M-V/def2-TZVPD) for the ion C7H13N2 with charge +1 in a non-equilibrium geometry.

The calculation puts the HOMO energy at -0.450 Eh. As for the relative energy (zero: lowest compared OMol25 entry of this formula, charge and spin): 569.0 kJ/mol. For the lowest unoccupied orbital energy, the calculation gives -3.367 eV. Its total charge is +1. As for the total energy: -10438.301 eV.

```
22
C7H13N2 (ωB97M-V/def2-TZVPD)
C -0.0629 1.6978 0.9503
C 1.2867 1.2612 0.6462
C -1.2441 1.1827 0.6622
C 1.5074 0.0076 0.2954
C -0.5725 -1.1338 0.0606
C 2.7109 -0.7846 -0.1182
C -1.4053 0.3583 -1.6681
N -0.9759 -1.7287 1.2285
N -1.4507 -0.0353 -0.2514
H -0.1113 2.6189 1.3672
H 2.1515 1.8666 0.7601
H -2.2150 1.6384 0.8487
H -0.3107 -1.8559 -0.6646
H 3.5647 -0.0844 -0.0768
H 2.5018 -0.8586 -1.2075
H 2.7579 -1.5986 0.6214
H -0.4573 0.5226 -2.2137
H -1.8142 -0.3829 -2.4464
H -2.1069 1.2380 -1.9040
H -0.4551 -2.5002 1.3864
H -0.9545 -0.9712 1.8341
H -2.3445 -0.4578 -0.1106
```

Löwdin population analysis, charges in e, atoms 1 to 6:
1 C -0.0511
2 C -0.0888
3 C -0.0148
4 C -0.0525
5 C -0.1750
6 C -0.0663